{
  "formula": "C3H2N2O2S",
  "method": "ωB97M-V with the def2-TZVPD basis set",
  "charge": 0,
  "smiles": "O=C(S)c1ncno1",
  "molar_mass_g_mol": 130.1,
  "homo_ev": -10.535,
  "e_above_lowest_kcal_mol": 75.4,
  "orbital_gap_ev": 9.73,
  "symbols": ["O", "C", "S", "C", "N", "C", "N", "O", "H", "H"],
  "positions_angstrom": [[-1.004, -0.116, 2.173], [-0.724, 0.464, 1.180], [-1.283, 2.005, 0.598], [0.143, -0.147, 0.149], [0.198, 0.253, -1.171], [1.013, -0.829, -1.625], [1.262, -1.786, -0.735], [0.621, -1.331, 0.446], [-1.681, 2.515, 1.687], [1.455, -1.027, -2.701]],
  "nbo_charge": [-0.475, 0.339, 0.070, 0.393, -0.445, 0.125, -0.131, -0.244, 0.127, 0.240]
}

{
  "formula": "C3H2N2O2S",
  "method": "ωB97M-V with the def2-TZVPD basis set",
  "charge": 0,
  "smiles": "O=S1(=O)c2nccn21",
  "molar_mass_g_mol": 130.1,
  "homo_ev": -10.773,
  "e_above_lowest_kcal_mol": 139.4,
  "orbital_gap_ev": 11.14,
  "symbols": ["O", "S", "O", "C", "N", "C", "C", "N", "H", "H"],
  "positions_angstrom": [[-4.186, 0.115, -1.207], [-3.574, 0.051, 0.062], [-4.315, 0.328, 1.208], [-2.209, -0.895, 0.172], [-1.314, -1.615, -0.279], [-0.156, -0.793, -0.284], [-0.395, 0.518, -0.074], [-1.942, 0.469, 0.304], [0.901, -1.250, -0.560], [-0.116, 1.570, 0.084]],
  "nbo_charge": [-0.849, 2.325, -0.851, 0.040, -0.424, -0.065, -0.089, -0.609, 0.251, 0.271]
}

{
  "formula": "C3H2N2O2S",
  "method": "ωB97M-V with the def2-TZVPD basis set",
  "charge": 0,
  "molar_mass_g_mol": 130.1,
  "homo_ev": -10.550,
  "e_above_lowest_kcal_mol": 70.2,
  "orbital_gap_ev": 9.63,
  "symbols": ["C", "C", "C", "H", "H", "N", "N", "O", "O", "S"],
  "positions_angstrom": [[0.931, 0.520, 0.022], [-0.419, -0.053, -0.083], [-2.239, -0.896, 0.121], [3.332, 0.173, 0.175], [-3.077, -1.622, 0.074], [-0.961, -1.232, 0.219], [-2.539, 0.397, -0.112], [1.060, 1.706, 0.238], [-1.303, 0.966, -0.204], [2.285, -0.719, -0.102]],
  "nbo_charge": [0.385, 0.359, 0.121, 0.169, 0.216, -0.420, -0.105, -0.479, -0.223, -0.024]
}

{
  "formula": "C3H2N2O3PS",
  "method": "ωB97M-V with the def2-TZVPD basis set",
  "charge": -1,
  "s2": 2.009,
  "molar_mass_g_mol": 177.1,
  "homo_ev": [-1.694, -6.811],
  "e_above_lowest_kcal_mol": 0.0,
  "multiplicity": 3,
  "orbital_gap_ev": [5.38, 6.25],
  "symbols": ["C", "C", "C", "N", "N", "O", "O", "O", "P", "S", "H", "H"],
  "positions_angstrom": [[-1.301, 0.610, 1.137], [-0.551, 1.438, -1.982], [-0.055, 0.255, 0.439], [-2.245, 0.904, 1.722], [-0.811, 2.441, -2.427], [2.122, -1.300, 0.457], [0.013, -2.344, -0.049], [0.487, -1.582, 2.270], [-0.264, -0.226, -1.356], [0.761, -1.443, 0.856], [0.712, 1.100, 0.656], [1.132, 0.147, -1.724]],
  "mulliken_spin": [0.099, 0.028, 0.140, 0.001, 0.151, -0.006, 0.089, -0.016, 1.127, 0.091, 0.004, 0.294]
}